# C3H8NO2

A gas-phase ion, C3H8NO2 (charge +1) at a distorted geometry (wB97M-V/def2-TZVPD, OMol25).

Each line ends with the natural charge from an NBO analysis.
Positions of all 14 atoms, in Å:
1 C 0.69 0.52 0.30  0.062
2 C -0.63 -0.18 0.09  0.589
3 C 2.00 -0.22 0.03  -0.680
4 N -1.86 0.65 -0.18  -0.719
5 O -0.18 -0.03 1.33  -0.449
6 O -0.80 -1.42 -0.57  -0.709
7 H 0.53 1.67 0.07  0.202
8 H 2.83 0.57 -0.04  0.263
9 H 1.99 -0.73 -0.95  0.246
10 H 2.16 -1.00 0.85  0.259
11 H -2.19 0.94 0.74  0.463
12 H -2.63 -0.05 -0.55  0.484
13 H -1.73 1.41 -0.83  0.459
14 H -0.19 -2.13 -0.28  0.529

Summary:
Energy relative to the best compared isomer or geometry (same formula, charge and spin) in eV: 2.805
SMILES: C[C@@H]1O[C@]1([NH3+])O
HOMO in eV: -15.07
LUMO in eV: -3.800
HOMO-LUMO gap in eV: 11.27
Maximum force in eV/Å: 4.0
Charge: +1



# C31H54Br2N11OTi

A molecular structure, C31H54Br2N11OTi at a distorted geometry (wB97M-V/def2-TZVPD, OMol25).

Each line ends with the Mulliken spin population.
Positions of all 100 atoms, in Å:
1 Ti 0.47 -0.61 0.43  0.895
2 C -3.82 -1.43 -2.27  0.000
3 N -2.55 -1.87 -1.70  0.002
4 C -1.53 -2.24 -2.67  -0.006
5 C -2.42 -2.22 -0.39  0.008
6 N -1.24 -2.13 0.19  -0.007
7 C -1.01 -3.03 1.32  0.010
8 C 0.38 -3.61 1.15  0.005
9 N 1.33 -2.55 0.75  0.002
10 C 1.91 -1.79 1.84  -0.006
11 C 2.34 -0.13 1.79  0.008
12 N 1.76 0.97 1.04  -0.008
13 C 1.35 2.04 1.72  0.024
14 N 1.61 2.23 3.05  -0.001
15 C 0.64 2.74 4.00  0.000
16 C 2.98 2.15 3.57  0.000
17 N 0.70 3.01 1.05  -0.001
18 C 0.61 2.95 -0.41  0.001
19 C 0.64 4.37 1.58  0.000
20 C 2.29 -3.00 -0.27  0.016
21 C 3.06 -1.83 -0.81  -0.022
22 N 2.09 -0.83 -1.27  0.030
23 C 2.59 0.01 -2.18  0.008
24 N 1.81 0.42 -3.23  0.009
25 C 1.96 1.74 -3.83  -0.001
26 C 1.26 -0.59 -4.12  0.002
27 N 3.87 0.46 -2.17  0.003
28 C 4.64 0.64 -3.39  0.000
29 C 4.58 0.81 -0.95  0.001
30 N -3.55 -2.65 0.24  0.000
31 C -4.50 -3.54 -0.41  0.000
32 C -3.83 -2.36 1.63  0.000
33 H -4.33 -2.23 -2.81  0.000
34 H -3.63 -0.62 -2.97  0.000
35 H -4.47 -1.06 -1.48  0.000
36 H -0.57 -2.32 -2.19  0.007
37 H -1.48 -1.48 -3.45  0.001
38 H -1.78 -3.19 -3.15  0.000
39 H -1.73 -3.86 1.34  0.002
40 H -1.09 -2.51 2.28  -0.003
41 H 0.37 -4.33 0.32  0.000
42 H 0.73 -4.13 2.04  0.000
43 H 2.93 -2.10 2.07  0.005
44 H 1.28 -1.88 2.72  0.001
45 H 3.38 -0.24 1.51  -0.005
46 H 2.25 -0.02 2.86  0.006
47 H -0.37 2.67 3.59  0.000
48 H 0.85 3.77 4.29  0.000
49 H 0.68 2.11 4.89  0.000
50 H 3.68 1.90 2.77  0.000
51 H 3.06 1.40 4.36  0.000
52 H 3.26 3.12 3.97  0.000
53 H 0.64 1.93 -0.77  0.019
54 H 1.45 3.50 -0.84  0.001
55 H -0.32 3.42 -0.73  -0.001
56 H -0.05 4.46 2.41  0.000
57 H 0.28 5.02 0.78  0.000
58 H 1.63 4.72 1.89  0.000
59 H 1.71 -3.46 -1.07  -0.004
60 H 2.95 -3.76 0.16  -0.001
61 H 3.69 -2.18 -1.63  0.001
62 H 3.74 -1.46 -0.04  0.005
63 H 2.44 2.42 -3.13  0.000
64 H 0.96 2.13 -4.06  0.000
65 H 2.52 1.72 -4.76  0.000
66 H 1.92 -0.73 -4.98  0.000
67 H 0.29 -0.27 -4.50  0.000
68 H 1.15 -1.53 -3.59  -0.002
69 H 4.16 0.15 -4.23  0.000
70 H 5.62 0.17 -3.26  0.000
71 H 4.80 1.70 -3.63  0.000
72 H 5.28 0.04 -0.64  0.000
73 H 3.86 1.02 -0.17  0.001
74 H 5.15 1.72 -1.15  0.000
75 H -5.46 -3.06 -0.59  0.000
76 H -4.67 -4.40 0.24  0.000
77 H -4.10 -3.91 -1.35  0.000
78 H -3.76 -3.26 2.25  0.000
79 H -4.85 -1.97 1.71  0.000
80 H -3.15 -1.62 2.01  0.000
81 C -1.32 1.11 -2.37  -0.013
82 C -2.00 1.27 -1.06  0.031
83 C -3.25 1.95 -1.03  -0.002
84 C -3.90 2.11 0.15  0.000
85 C -3.34 1.59 1.34  0.001
86 C -3.95 1.66 2.62  -0.001
87 Br -5.60 2.54 2.84  0.000
88 C -3.35 1.09 3.71  0.001
89 C -2.12 0.42 3.56  0.001
90 Br -1.35 -0.42 5.06  0.000
91 C -1.49 0.32 2.34  0.003
92 O -0.35 -0.32 2.17  -0.060
93 C -2.11 0.92 1.22  0.026
94 N -1.44 0.78 0.02  -0.010
95 H -1.03 2.08 -2.77  0.002
96 H -1.98 0.65 -3.10  0.003
97 H -0.42 0.50 -2.26  0.013
98 H -3.65 2.33 -1.95  0.001
99 H -4.85 2.64 0.19  0.000
100 H -3.81 1.14 4.68  0.000

Summary:
Energy relative to the best compared isomer or geometry (same formula, charge and spin) in eV: 0.000
HOMO (alpha / beta) in eV: -12.57 / -12.58
LUMO (alpha / beta) in eV: -5.022 / -4.924
HOMO-LUMO gap (alpha / beta) in eV: 7.55 / 7.65
Maximum force in eV/Å: 1.8
Charge: +2
Spin multiplicity: 2



# C5H9N

A single C5H9N molecule at a distorted geometry (wB97M-V/def2-TZVPD, OMol25).

Each line ends with the natural charge from an NBO analysis.
Positions of all 15 atoms, in Å:
1 C -1.49 -0.11 -0.80  0.122
2 C -1.40 -0.85 0.62  -0.496
3 C 0.09 -0.71 0.93  -0.432
4 C 0.74 -0.03 -0.52  -0.055
5 C 1.41 1.38 -0.27  -0.632
6 N -0.41 0.12 -1.36  -0.410
7 H -2.40 -0.23 -1.43  0.185
8 H -1.84 -0.42 1.56  0.225
9 H -1.83 -1.80 0.33  0.218
10 H 0.16 -0.07 1.79  0.205
11 H 0.57 -1.70 1.12  0.213
12 H 1.51 -0.67 -1.06  0.205
13 H 1.90 1.80 -1.22  0.213
14 H 2.29 1.10 0.38  0.217
15 H 0.72 2.19 -0.06  0.222

Summary:
Energy relative to the best compared isomer or geometry (same formula, charge and spin) in eV: 1.601
SMILES: C[C@H]1CCC=N1
HOMO in eV: -9.51
LUMO in eV: 1.169
HOMO-LUMO gap in eV: 10.67
Maximum force in eV/Å: 3.4



# FH2PS3

2 unconnected molecules or ions with the total composition FH2PS3 at a distorted geometry (wB97M-V/def2-TZVPD, OMol25).

Each line ends with the natural charge from an NBO analysis.
Positions of all 7 atoms, in Å:
1 F 2.62 1.62 0.30  -0.608
2 P 3.02 0.27 -0.57  0.992
3 S 0.11 -1.15 0.56  -0.162
4 S 4.35 -0.73 0.41  -0.409
5 S -0.87 0.65 0.96  -0.125
6 H -0.82 -1.63 -0.44  0.166
7 H 0.23 1.40 1.02  0.146

Summary:
Energy relative to the best compared isomer or geometry (same formula, charge and spin) in eV: 1.306
SMILES: FP=S.SS
HOMO in eV: -9.08
LUMO in eV: -1.294
HOMO-LUMO gap in eV: 7.79
Maximum force in eV/Å: 2.2